Molecular formula: C4H5NO
Method: DFT, ωB97M-V with the def2-TZVPD basis set

Summary:
total charge: 0
HOMO level (spin up / spin down): -4.80 / -10.59 eV
HOMO-LUMO gap (spin up / spin down): 5.43 / 7.16 eV
expectation value of S²: 2.02
spin multiplicity: 3

CARTESIAN COORDINATES (ANGSTROEM)
C  -0.96808  1.40963  -0.36479
C  0.07767  -1.13366  1.55659
C  0.31547  -0.94373  0.27156
C  0.29298  0.79609  -0.55804
N  -1.99173  1.90984  -0.39746
O  0.66348  0.77209  -1.84456
H  0.04501  -2.13689  1.86376
H  -0.28874  -0.51435  2.33544
H  0.59344  -1.64438  -0.42982
H  1.13038  1.25140  -0.08797
H  0.13012  0.23396  -2.34470

Atoms 1-6, force components in eV/Å:
C 4.0164 -1.7417 -0.3017
C -0.2994 0.3870 -2.0771
C 0.6013 -3.6053 4.8931
C -2.1229 7.5933 -2.1324
N -3.5659 1.2774 0.2855
O 2.6203 0.1475 0.7592

Molecular formula: C6H11CaN2O6
Method: DFT, ωB97M-V with the def2-TZVPD basis set

Summary:
total charge: -1
HOMO level: -5.01 eV
HOMO-LUMO gap: 7.64 eV

CARTESIAN COORDINATES (ANGSTROEM)
Ca  -1.09686  -0.81408  -0.64582
O  -0.15241  -4.23464  -2.79601
C  -0.24541  -3.21496  -2.13373
O  -1.32512  -2.65914  -1.72391
C  1.09614  -2.48829  -1.68137
O  2.16875  -3.04482  -1.82184
O  0.93780  -1.33754  -1.09761
C  0.19889  2.45501  -1.58066
C  -1.22218  2.32420  -1.01502
C  -1.20925  2.61810  0.49337
O  -1.75715  1.08982  -1.27973
H  0.63189  3.44137  -1.38363
H  0.18232  2.29061  -2.65881
H  0.85540  1.69652  -1.14439
H  -1.82184  3.13582  -1.48570
H  -0.53051  1.92991  1.00779
H  -2.21007  2.47222  0.90200
H  -0.88361  3.63889  0.71691
N  0.48591  -1.28206  3.55978
C  0.36695  -1.16764  2.19251
N  1.50325  -1.13198  1.48379
O  -0.75596  -1.11496  1.66938
H  1.33717  -0.97683  3.99649
H  -0.36346  -1.07996  4.05922
H  2.37458  -1.37583  1.91888
H  1.43478  -1.16973  0.44808

Atoms 1-6, force components in eV/Å:
Ca -1.0097 0.3921 0.3168
O 0.0172 0.0920 0.0335
C 0.2699 -0.3584 -0.3010
O -0.1572 -0.2978 -0.1582
C 0.3448 -0.5989 0.0349
O -0.0773 0.0636 -0.0457

Molecular formula: C4H10OS2
Method: DFT, ωB97M-V with the def2-TZVPD basis set

Summary:
SMILES: CSSCCCO
total charge: 0
HOMO level: -8.41 eV
HOMO-LUMO gap: 9.03 eV

CARTESIAN COORDINATES (ANGSTROEM)
C  2.49007  2.19442  -1.46004
S  1.86956  0.65170  -2.15107
S  1.13238  -0.62077  -0.66246
C  -0.32830  0.20277  0.23914
C  -1.59835  -0.61219  0.15146
C  -1.56084  -1.98757  0.96064
O  -1.32927  -1.60800  2.26872
H  2.20791  3.00664  -2.02800
H  2.31105  2.24455  -0.40215
H  3.58091  2.18864  -1.56705
H  0.03793  0.46931  1.25494
H  -0.45719  1.23253  -0.22989
H  -1.86627  -0.84044  -0.99447
H  -2.47749  0.02992  0.47642
H  -2.58818  -2.37617  1.18399
H  -0.99304  -2.83149  0.46757
H  -0.43088  -1.34387  2.49225

Atoms 1-6, force components in eV/Å:
C 2.1989 -1.9978 1.0562
S -1.0810 -0.5383 -0.1552
S -0.0923 0.9326 0.5169
C 1.0440 1.5531 -1.0267
C -1.7864 -1.3253 -2.3210
C -1.9411 1.1187 -0.9005

Molecular formula: C3H7N4
Method: DFT, ωB97M-V with the def2-TZVPD basis set

Summary:
SMILES: C[C@H]1N=NNC=[NH+]1
total charge: +1
HOMO level: -14.85 eV
HOMO-LUMO gap: 10.06 eV

CARTESIAN COORDINATES (ANGSTROEM)
C  -1.91309  -0.76107  -0.00856
C  -0.48287  -0.34778  0.33030
N  0.55452  -1.33462  -0.24864
N  1.73670  -1.04165  -0.15535
N  2.08975  0.25324  0.22440
C  1.25906  1.25297  -0.12795
N  -0.00699  0.98359  -0.21995
H  -2.28043  -0.41995  -0.93852
H  -2.74912  -0.31713  0.59265
H  -2.08962  -1.90774  -0.05763
H  -0.11436  -0.47299  1.40694
H  3.03244  0.19471  0.38458
H  1.56232  2.27456  -0.48984
H  -0.59831  1.64386  -0.69243

Atoms 1-6, force components in eV/Å:
C -1.2376 -1.2638 0.9514
C 1.8980 -0.2931 -0.0271
N -0.2822 0.0265 -0.0758
N -1.4964 -1.1859 -0.6772
N -3.4645 0.7478 -0.0143
C 1.1672 0.8280 -0.5581

Molecular formula: C5H8N2
Method: DFT, ωB97M-V with the def2-TZVPD basis set

Summary:
SMILES: Cc1cnn(C)c1
total charge: 0
HOMO level: -8.81 eV
HOMO-LUMO gap: 9.79 eV

CARTESIAN COORDINATES (ANGSTROEM)
C  2.48267  -0.26539  0.17540
C  1.03123  0.06970  -0.16459
C  0.56362  1.27978  0.35379
N  -0.76947  1.31753  0.51141
N  -1.18198  0.13484  0.00735
C  -2.58495  -0.26241  -0.15604
C  -0.14762  -0.61800  -0.45763
H  3.24467  0.14175  -0.50007
H  2.58379  -1.34338  0.24090
H  2.75779  0.11304  1.18205
H  1.27715  2.10575  0.44360
H  -2.98042  0.09691  -1.11129
H  -3.22934  0.10246  0.64920
H  -2.64054  -1.35862  -0.15840
H  -0.40659  -1.51395  -1.01568

Atoms 1-6, force components in eV/Å:
C -0.0752 -0.3506 -0.3066
C 0.0116 0.0570 0.6654
C -0.6976 0.3337 -0.1420
N 0.4609 0.1015 -0.6587
N 0.2425 -0.1348 -0.3050
C 0.0957 0.1032 -0.0554

Molecular formula: C11H27NOP
Method: DFT, ωB97M-V with the def2-TZVPD basis set

Summary:
SMILES: COCCCCCCCC[NH2+]P(C)C
total charge: +1
HOMO level: -12.13 eV
HOMO-LUMO gap: 9.42 eV

CARTESIAN COORDINATES (ANGSTROEM)
C  5.35512  -0.28485  -0.14651
O  4.07581  -0.45881  0.47362
C  3.12279  0.48954  0.04373
C  1.72742  -0.15723  0.11390
C  1.12968  -0.31245  -1.28050
C  -0.16755  -1.12048  -1.41439
C  -0.23238  -2.46952  -0.65652
C  -1.53673  -2.65901  0.12438
C  -1.69732  -1.74344  1.33969
C  -2.63940  -0.52959  1.13126
N  -1.87890  0.76070  1.18383
P  -2.88079  2.22792  0.73110
C  -2.88094  2.00442  -1.08864
C  -1.56102  3.49707  0.89222
H  6.06632  -0.87267  0.41206
H  5.30663  -0.63284  -1.17504
H  5.64508  0.76275  -0.12384
H  3.17261  1.37877  0.67612
H  3.33831  0.79999  -0.97618
H  1.12573  0.48285  0.75948
H  1.88100  -1.10331  0.61602
H  1.89315  -0.69396  -1.94621
H  0.92224  0.69795  -1.64034
H  -1.04699  -0.53471  -1.16041
H  -0.28176  -1.34674  -2.46831
H  0.62715  -2.63645  -0.01999
H  -0.21624  -3.26372  -1.39427
H  -2.37187  -2.55832  -0.55923
H  -1.55106  -3.68554  0.47379
H  -0.73196  -1.37065  1.67237
H  -2.09489  -2.29751  2.17933
H  -3.18149  -0.60128  0.19834
H  -3.36962  -0.49479  1.92945
H  -1.48447  0.85118  2.11998
H  -1.08292  0.67809  0.54250
H  -3.72801  1.41836  -1.41350
H  -2.95128  3.01160  -1.48163
H  -1.93988  1.58177  -1.42729
H  -1.02993  3.33921  1.82537
H  -2.00582  4.47923  0.84859
H  -0.84578  3.36644  0.08570

Atoms 1-6, force components in eV/Å:
C -0.7519 0.0814 0.2845
O 0.3071 -0.0412 -0.1791
C -0.0757 -0.3082 0.2140
C 0.5973 0.3875 -0.1992
C -0.5127 0.4087 0.4004
C 0.5612 -0.6351 0.1774

Molecular formula: CH7N6O3
Method: DFT, ωB97M-V with the def2-TZVPD basis set

Summary:
total charge: +1
HOMO level (spin up / spin down): -13.22 / -13.65 eV
HOMO-LUMO gap (spin up / spin down): 7.70 / 8.14 eV

CARTESIAN COORDINATES (ANGSTROEM)
C  -0.41744  -0.62746  0.12872
N  -0.47594  -1.83038  -0.11614
N  -1.72223  0.09072  -0.41569
N  0.58828  0.15699  0.55083
N  2.13944  -0.78811  -0.58945
N  3.06804  0.20582  -0.32723
N  0.57795  1.41719  0.48070
O  2.67995  1.31759  -0.65826
O  4.05475  -0.13139  0.28433
O  2.56178  -1.92105  0.03788
H  0.32110  -2.44339  -0.06595
H  -2.52417  -0.54269  -0.42600
H  -1.61498  0.19061  -1.46376
H  0.83312  1.88910  1.34145
H  -0.07239  1.78173  -0.19375
H  -2.13156  0.93326  -0.00272
H  3.21468  -1.85221  0.80248

Atoms 1-6, force components in eV/Å:
C -0.0199 -0.1575 -1.1552
N -1.1614 -0.6807 -0.4386
N -0.6902 0.0230 -1.5676
N 0.5403 -2.5347 1.5689
N 0.5601 -1.7607 0.8671
N -0.0769 0.6354 0.6475

Molecular formula: C3H4N2O2
Method: DFT, ωB97M-V with the def2-TZVPD basis set

Summary:
total charge: 0
HOMO level (spin up / spin down): -8.82 / -8.82 eV
HOMO-LUMO gap (spin up / spin down): 8.01 / 8.01 eV

CARTESIAN COORDINATES (ANGSTROEM)
N  1.29190  1.30824  0.63829
C  0.66855  0.23802  0.02418
C  0.59132  -0.39841  -1.12677
O  -1.33856  -0.51742  -1.29910
C  -1.64302  -0.68705  -0.04482
O  -2.66405  -1.01269  0.50367
N  -0.36671  -0.43966  0.76355
H  0.66707  1.69679  1.34222
H  1.69776  2.03656  0.05688
H  1.02555  -0.91895  -1.95624
H  0.07019  -1.30540  1.09814

Atoms 1-6, force components in eV/Å:
N -0.1362 -0.3713 -0.2372
C -0.7984 -0.3367 -0.3565
C -1.0809 0.8848 -0.6566
O 1.8414 -0.7935 0.3875
C 1.4336 -0.2551 0.7435
O 0.7159 0.3567 -0.6416

E_tot (computed, a.u.): -285.092258 -1474.071479 -1029.965883 -337.196387 -304.787770 -906.406309 -595.984388 -376.572032
Energy above the lowest of the compared OMol25 structures with the same formula, charge and spin (computed, eV): 4.1370 0.1772 1.7923 2.9354 1.2987 0.3523 2.2232 5.2182